# 1
This record from OMol25 describes a 2-piece molecular cluster, C8H9N2O3 overall. The level of theory is ωB97M-V with the def2-TZVPD basis set.

XYZ file:
```
22
Properties=species:S:1:pos:R:3:nbo_charge:R:1
C 2.173 -0.865 -0.028 -0.081
C 1.129 -1.101 -0.580 -0.158
C -0.167 -1.376 -1.268 -0.297
C -0.242 -0.255 -2.375 -0.217
N -0.855 0.899 -1.697 -0.637
C -1.043 0.620 -0.323 0.659
O -1.022 1.376 0.583 -0.492
C -1.264 -0.911 -0.275 -0.001
O -2.556 -1.414 -0.729 -0.477
C -3.480 -0.487 -0.743 0.541
N -4.382 0.220 -0.637 -0.413
H 3.087 -0.389 0.235 0.258
H -0.266 -2.401 -1.605 0.244
H 0.802 0.027 -2.522 0.214
H -0.657 -0.535 -3.340 0.197
H -0.256 1.715 -1.721 0.397
H -1.048 -1.371 0.687 0.237
C 2.025 1.244 3.283 -0.187
O 2.453 0.004 2.991 -0.982
H 2.584 2.097 2.794 0.053
H 0.964 1.482 3.017 0.079
H 2.063 1.541 4.371 0.062
```

Calculated values
orbital gap: 4.827 eV
net charge: -1
relative energy (zero: lowest compared OMol25 entry of this formula, charge and spin): 413.5 kJ/mol

=====

# 2
This record from OMol25 describes a 2-piece molecular cluster, C4H10NO2S overall. The level of theory is ωB97M-V with the def2-TZVPD basis set.

XYZ file:
```
18
Properties=species:S:1:pos:R:3:lowdin_spin:R:1
O -0.194 1.338 -1.827 0.000
C -0.178 0.307 -1.147 0.000
N 0.485 0.243 0.035 0.001
C 0.426 -0.947 0.884 0.002
C -0.484 -0.808 2.123 0.093
S -1.736 -2.159 2.186 0.858
C -0.971 -0.878 -1.625 0.003
H 0.790 1.065 0.541 0.000
H 0.158 -1.845 0.342 0.000
H 1.458 -1.098 1.220 0.000
H 0.045 -1.005 3.056 0.025
H -1.065 0.110 2.141 0.013
H -0.399 -1.777 -1.851 0.000
H -1.543 -0.560 -2.484 0.000
H -1.663 -1.196 -0.837 0.006
H 2.288 3.462 -1.165 0.000
H 0.898 2.675 -1.019 0.000
O 1.685 3.074 -0.573 0.000
```

Calculated values
orbital gap (spin up / spin down): 10.366 / 6.969 eV
net charge: 0
relative energy (zero: lowest compared OMol25 entry of this formula, charge and spin): 16.7 kJ/mol
multiplicity: 2

=====

# 3
This record from OMol25 describes one molecule with the formula FH3P2S. The level of theory is ωB97M-V with the def2-TZVPD basis set.

XYZ file:
```
7
Properties=species:S:1:pos:R:3:nbo_charge:R:1
F 3.296 0.382 0.514 -0.593
P 1.973 0.434 -0.547 0.732
P -0.095 0.221 0.835 0.115
S -1.896 0.809 -0.307 -0.321
H 2.225 -0.879 -0.599 -0.083
H -0.467 -1.098 0.679 -0.016
H -2.129 2.174 -0.077 0.166
```

Calculated values
orbital gap: 8.449 eV
net charge: 0
SMILES string: F[PH]#[PH]S
relative energy (zero: lowest compared OMol25 entry of this formula, charge and spin): 110.2 kJ/mol

=====

# 4
This record from OMol25 describes one molecule with the formula C20H23NO6S2. The level of theory is ωB97M-V with the def2-TZVPD basis set.

XYZ file:
```
52
Properties=species:S:1:pos:R:3:nbo_charge:R:1
C -1.152 -2.280 1.135 -0.638
C -1.256 -1.201 2.207 -0.064
O -1.360 0.110 1.676 -0.509
C -0.233 0.785 1.341 0.347
C 1.045 0.249 1.286 -0.278
C 2.136 1.029 0.910 -0.104
C 3.478 0.425 0.924 0.139
S 3.919 -0.455 2.253 -0.180
N 4.314 0.661 -0.100 -0.398
C 5.676 0.170 -0.099 -0.265
C 5.799 -1.004 -1.074 -0.079
O 5.393 -0.623 -2.370 -0.520
C 4.066 -0.162 -2.370 -0.076
C 3.883 1.041 -1.429 -0.252
C 1.956 2.377 0.619 -0.215
C 0.690 2.929 0.685 -0.204
C -0.397 2.150 1.039 0.205
O -1.650 2.709 1.108 -0.678
S -2.443 2.857 -0.302 2.384
O -1.482 3.068 -1.343 -0.929
O -3.456 3.833 -0.078 -0.908
C -3.174 1.249 -0.479 -0.379
C -4.251 0.919 0.312 -0.131
C -4.817 -0.341 0.212 -0.336
C -4.293 -1.263 -0.694 0.403
O -4.758 -2.522 -0.871 -0.504
C -5.868 -2.954 -0.116 -0.256
C -3.199 -0.905 -1.492 -0.291
C -2.638 0.349 -1.380 -0.153
H -1.103 -3.256 1.610 0.218
H -0.265 -2.144 0.523 0.210
H -2.022 -2.245 0.485 0.215
H -0.411 -1.261 2.904 0.182
H -2.182 -1.335 2.774 0.194
H 1.230 -0.784 1.536 0.242
H 5.942 -0.142 0.912 0.257
H 6.333 0.984 -0.424 0.202
H 6.835 -1.330 -1.159 0.202
H 5.181 -1.840 -0.713 0.174
H 3.837 0.121 -3.398 0.201
H 3.385 -0.969 -2.054 0.165
H 2.839 1.349 -1.426 0.236
H 4.510 1.869 -1.778 0.204
H 2.803 2.998 0.371 0.221
H 0.524 3.970 0.463 0.238
H -4.638 1.655 0.997 0.241
H -5.659 -0.592 0.836 0.227
H -5.651 -2.945 0.956 0.178
H -6.751 -2.341 -0.317 0.181
H -6.058 -3.977 -0.437 0.206
H -2.814 -1.635 -2.187 0.232
H -1.796 0.652 -1.981 0.245
```

Calculated values
orbital gap: 8.338 eV
net charge: 0
SMILES string: CCOc1cc(C(=S)N2CCOCC2)ccc1OS(=O)(=O)c1ccc(OC)cc1
relative energy (zero: lowest compared OMol25 entry of this formula, charge and spin): 65.5 kJ/mol

=====

# 5
This record from OMol25 describes C11H18F6N5O3W as an isolated structure. The level of theory is ωB97M-V with the def2-TZVPD basis set.

XYZ file:
```
44
Properties=species:S:1:pos:R:3:nbo_charge:R:1
W -0.657 1.569 -1.945 1.863
N -0.243 1.095 0.165 -0.806
C 0.479 -0.224 0.181 -0.168
C 0.580 -0.935 1.531 -0.422
C -0.754 -1.350 2.166 -0.423
C -0.581 -2.194 3.433 -0.223
N -0.246 -3.584 3.118 -0.573
C -0.320 -4.588 4.007 0.681
N -0.591 -4.332 5.281 -0.750
N -0.145 -5.839 3.600 -0.744
C -0.169 -1.096 -0.888 0.785
O -0.274 -2.255 -0.944 -0.397
O -0.659 -0.235 -1.938 -0.648
H 0.362 1.807 0.582 0.444
H -1.058 1.047 0.776 0.424
H 1.489 -0.024 -0.190 0.270
H 1.140 -0.294 2.215 0.246
H 1.212 -1.808 1.352 0.247
H -1.372 -1.908 1.459 0.231
H -1.319 -0.465 2.469 0.221
H -1.525 -2.194 3.978 0.236
H 0.188 -1.746 4.071 0.211
H 0.193 -3.793 2.236 0.417
H -0.514 -3.405 5.662 0.429
H -0.772 -5.079 5.933 0.442
H -0.142 -6.085 2.624 0.431
H -0.054 -6.595 4.261 0.440
N -3.796 2.579 -1.685 -0.444
C -2.720 2.191 -1.740 0.232
H -4.753 2.907 -1.671 0.510
C 2.722 3.593 -3.416 -0.646
C 1.272 3.188 -3.287 0.076
O 1.010 2.419 -2.108 -0.670
C 0.846 2.241 -4.430 0.988
F 0.821 2.714 -5.622 -0.217
F 1.455 1.087 -4.358 -0.257
F -0.573 1.903 -4.088 -0.365
C 0.329 4.413 -3.181 0.977
F 0.795 5.323 -2.371 -0.255
F -0.866 3.936 -2.567 -0.356
F -0.021 4.925 -4.326 -0.250
H 3.353 2.708 -3.479 0.264
H 3.014 4.184 -2.550 0.273
H 2.863 4.195 -4.316 0.276
```

Calculated values
orbital gap (spin up / spin down): 7.828 / 7.773 eV
net charge: +3
relative energy (zero: lowest compared OMol25 entry of this formula, charge and spin): 0.0 kJ/mol

=====

# 6
This record from OMol25 describes C21H22MnN5O2S2 as an isolated structure. The level of theory is ωB97M-V with the def2-TZVPD basis set.

XYZ file:
```
53
Properties=species:S:1:pos:R:3:lowdin_spin:R:1
Mn -0.394 0.227 -1.302 4.029
C 1.982 -0.229 3.698 -0.001
S 0.301 0.079 3.168 0.000
C 0.354 -0.383 1.501 0.007
S -1.338 -0.399 0.827 -0.007
N 1.403 -0.717 0.864 0.003
N 1.042 -1.000 -0.387 0.005
C 1.655 -1.969 -0.924 0.025
C 1.410 -2.106 -2.385 0.005
C 2.043 -3.038 -3.177 0.003
C 1.745 -3.064 -4.495 0.002
C 1.099 -2.042 -5.115 0.004
C 0.516 -1.057 -4.335 0.007
N 0.671 -1.073 -2.949 0.035
H 1.955 -1.068 4.367 0.000
H 2.375 0.587 4.345 0.000
H 2.600 -0.362 2.806 0.000
H 2.254 -2.681 -0.334 0.001
H 2.816 -3.740 -2.770 0.000
H 2.330 -3.643 -5.215 0.000
H 0.828 -1.995 -6.214 0.000
H 0.063 -0.229 -4.842 0.000
O 1.991 2.086 0.022 0.007
C 1.594 2.384 -1.059 0.011
N 0.508 1.893 -1.760 0.021
C 0.521 2.470 -3.018 0.011
O -0.182 2.147 -3.943 0.001
C 1.774 3.258 -3.142 0.001
C 2.402 3.659 -4.289 0.001
C 3.749 3.889 -4.201 0.001
C 4.423 3.886 -3.002 0.001
C 3.712 3.728 -1.816 0.001
C 2.379 3.342 -1.953 0.001
H 1.788 3.657 -5.200 0.000
H 4.291 4.196 -5.110 0.000
H 5.519 4.033 -2.946 0.000
H 4.220 3.855 -0.834 0.000
H -1.688 0.929 -1.886 -0.175
C -5.626 -1.622 5.027 0.000
C -4.274 -1.439 4.261 0.000
C -4.317 0.007 3.790 0.000
C -3.081 -1.671 5.206 0.000
C -4.107 -2.437 3.077 0.000
N -3.945 -3.296 2.346 0.000
H -5.523 -1.142 5.989 0.000
H -5.787 -2.663 5.257 0.000
H -6.536 -1.186 4.458 0.000
H -4.686 0.644 4.652 0.000
H -5.136 0.083 3.083 0.000
H -3.343 0.402 3.377 0.000
H -2.965 -0.768 5.800 0.000
H -2.106 -1.891 4.720 0.000
H -3.280 -2.529 5.962 0.000
```

Calculated values
orbital gap (spin up / spin down): 7.513 / 7.461 eV
net charge: 0
relative energy (zero: lowest compared OMol25 entry of this formula, charge and spin): 0.0 kJ/mol
multiplicity: 5

=====

# 7
This record from OMol25 describes one molecule with the formula C4H7N3. The level of theory is ωB97M-V with the def2-TZVPD basis set.

XYZ file:
```
14
Properties=species:S:1:pos:R:3:nbo_charge:R:1
C 0.848 0.986 -2.035 -0.638
C 0.499 0.620 -0.633 0.066
C 0.705 -0.502 0.107 -0.089
N 0.005 -0.297 1.287 -0.218
C -1.123 -1.152 1.724 -0.404
N -0.541 0.950 1.236 -0.032
N -0.269 1.488 0.117 -0.227
H -0.059 1.360 -2.525 0.234
H 1.593 1.785 -2.066 0.227
H 1.215 0.125 -2.600 0.219
H 1.367 -1.345 -0.070 0.227
H -2.001 -0.887 1.117 0.205
H -1.358 -0.931 2.767 0.223
H -0.882 -2.199 1.573 0.206
```

Calculated values
orbital gap: 10.299 eV
net charge: 0
SMILES string: Cc1cn(C)nn1
relative energy (zero: lowest compared OMol25 entry of this formula, charge and spin): 143.9 kJ/mol

=====

> Which formula does entry 5 have?

C11H18F6N5O3W